No. 1
{"formula": "C37H45AsN8OSTi", "method": "ωB97M-V with the def2-TZVPD basis set", "symbols": ["Ti", "C", "C", "C", "C", "C", "C", "N", "C", "C", "C", "C", "C", "C", "N", "N", "C", "C", "C", "C", "C", "N", "H", "H", "H", "H", "H", "H", "H", "H", "H", "H", "H", "H", "H", "C", "N", "C", "C", "C", "C", "C", "N", "C", "C", "C", "C", "C", "C", "H", "H", "H", "H", "H", "H", "H", "H", "H", "H", "H", "C", "As", "C", "C", "O", "H", "H", "H", "H", "H", "H", "H", "H", "H", "C", "N", "C", "C", "S", "N", "C", "C", "H", "H", "H", "H", "H", "H", "H", "H", "H", "H", "H", "H"], "positions_angstrom": [[-0.617, 0.006, 1.071], [1.078, -4.414, 4.106], [-0.052, -3.748, 4.572], [-0.761, -2.910, 3.728], [-0.370, -2.733, 2.396], [0.750, -3.414, 1.934], [1.472, -4.240, 2.787], [-1.128, -1.878, 1.563], [-2.446, -2.237, 1.332], [-2.994, -3.518, 1.412], [-4.341, -3.705, 1.139], [-5.151, -2.627, 0.790], [-4.620, -1.348, 0.711], [-3.269, -1.157, 0.981], [-2.570, 0.039, 0.961], [-3.308, 1.157, 0.674], [-2.547, 2.210, 0.789], [-3.046, 3.538, 0.587], [-2.249, 4.596, 0.861], [-0.920, 4.382, 1.333], [-0.467, 3.106, 1.428], [-1.215, 2.011, 1.122], [1.639, -5.068, 4.762], [-0.380, -3.885, 5.596], [-1.644, -2.387, 4.076], [1.049, -3.302, 0.899], [2.344, -4.761, 2.410], [-2.365, -4.356, 1.688], [-4.765, -4.700, 1.201], [-6.202, -2.789, 0.584], [-5.227, -0.493, 0.451], [-4.067, 3.651, 0.250], [-2.620, 5.605, 0.729], [-0.265, 5.208, 1.571], [0.553, 2.912, 1.732], [-1.967, -0.276, -1.863], [-0.718, -0.361, -1.084], [0.267, -1.056, -1.545], [1.417, -1.235, -0.735], [2.626, -1.885, -0.974], [3.387, -1.716, 0.188], [2.593, -0.977, 1.063], [1.399, -0.680, 0.521], [-1.856, -0.594, -3.333], [-2.459, -1.728, -3.860], [-2.360, -2.020, -5.216], [-1.649, -1.181, -6.058], [-1.041, -0.042, -5.540], [-1.147, 0.247, -4.189], [-2.379, 0.725, -1.725], [-2.681, -0.964, -1.409], [0.226, -1.521, -2.528], [2.897, -2.418, -1.873], [4.382, -2.082, 0.383], [2.860, -0.686, 2.067], [-3.013, -2.390, -3.204], [-2.838, -2.906, -5.612], [-1.570, -1.408, -7.114], [-0.490, 0.621, -6.196], [-0.669, 1.129, -3.781], [0.567, 1.871, 5.295], [1.331, 0.760, 3.932], [2.084, -0.796, 4.766], [2.704, 1.793, 3.060], [0.082, 0.316, 2.934], [1.325, 2.200, 6.004], [-0.203, 1.294, 5.805], [0.112, 2.727, 4.799], [1.510, -1.036, 5.658], [3.126, -0.619, 5.028], [2.000, -1.624, 4.061], [3.678, 1.534, 3.472], [2.510, 2.852, 3.218], [2.680, 1.566, 1.994], [-0.043, 3.376, -2.224], [1.106, 2.776, -2.890], [1.369, 3.353, -4.202], [2.152, 2.329, -2.122], [2.258, 2.696, -0.496], [3.076, 1.571, -2.760], [4.307, 1.204, -2.081], [2.726, 0.694, -3.868], [-0.856, 3.442, -2.949], [0.180, 4.377, -1.844], [-0.358, 2.757, -1.387], [1.385, 4.446, -4.131], [0.585, 3.068, -4.906], [2.329, 3.026, -4.587], [4.708, 2.064, -1.551], [5.023, 0.877, -2.835], [4.139, 0.398, -1.361], [1.668, 0.772, -4.102], [2.934, -0.339, -3.578], [3.311, 0.926, -4.761]], "gap_ev": 6.32, "homo_energy_ev": -6.00}

***

No. 2
{"formula": "C6H9MgO5Pt", "method": "ωB97M-V with the def2-TZVPD basis set", "symbols": ["O", "C", "C", "O", "Mg", "H", "H", "O", "C", "C", "O", "C", "C", "O", "Pt", "H", "H", "H", "H", "H", "H", "H"], "positions_angstrom": [[-0.645, -1.578, -2.184], [-1.729, -0.796, -1.933], [-1.494, 0.589, -2.015], [-0.196, 1.018, -1.792], [0.870, -0.655, -1.383], [-2.692, -1.153, -2.329], [-2.021, 1.176, -2.776], [-0.139, 1.846, 1.109], [-1.109, 0.883, 1.147], [-0.710, -0.541, 1.326], [0.539, -0.870, 0.708], [1.762, -0.594, 1.418], [2.773, -0.214, 0.392], [2.335, 0.591, -0.591], [0.826, 1.832, -0.471], [-1.926, 1.102, 1.861], [-0.645, -0.837, 2.379], [2.070, -1.474, 2.001], [1.544, 0.236, 2.113], [3.844, -0.270, 0.607], [-1.555, -1.134, 0.487], [-1.702, 0.843, -0.072]], "multiplicity": 4, "gap_ev": [6.44, 6.58], "homo_energy_ev": [-6.64, -7.25]}

***

No. 3
{"formula": "C43H56O14Si", "method": "ωB97M-V with the def2-TZVPD basis set", "symbols": ["C", "C", "O", "O", "C", "C", "C", "C", "C", "C", "C", "C", "C", "C", "C", "O", "C", "C", "C", "C", "Si", "C", "C", "C", "C", "C", "C", "O", "H", "H", "H", "H", "H", "H", "H", "H", "H", "H", "H", "H", "H", "H", "H", "H", "H", "H", "H", "H", "H", "H", "H", "H", "H", "H", "O", "C", "O", "C", "C", "C", "H", "H", "H", "H", "H", "H", "O", "C", "O", "C", "C", "C", "H", "H", "H", "H", "H", "H", "O", "C", "O", "C", "C", "C", "H", "H", "H", "H", "H", "H", "O", "C", "O", "C", "C", "C", "H", "H", "H", "H", "H", "H", "O", "C", "O", "C", "C", "C", "H", "H", "H", "H", "H", "H"], "positions_angstrom": [[-5.494, 3.875, -1.801], [-6.467, 3.052, -2.873], [-7.173, 3.754, -3.803], [-6.582, 1.588, -2.762], [-5.639, 0.887, -3.653], [-4.510, 0.044, -2.751], [-5.149, -1.222, -1.928], [-4.275, -2.618, -2.032], [-2.656, -2.323, -1.942], [-1.769, -2.542, -3.308], [-0.150, -2.200, -3.214], [0.456, -1.659, -1.771], [-0.478, -1.445, -0.400], [-2.080, -1.793, -0.492], [0.258, -0.852, 0.979], [-0.039, -1.297, 2.220], [1.360, 0.372, 0.687], [1.530, 1.709, 1.624], [2.648, 2.845, 1.145], [3.553, 2.628, -0.237], [4.774, 4.101, -0.673], [3.619, 5.690, -0.731], [6.224, 4.290, 0.579], [5.371, 3.867, -2.529], [3.430, 1.263, -1.182], [2.302, 0.147, -0.677], [2.064, -1.239, -1.582], [3.081, -1.961, -2.071], [-5.628, 3.397, -0.735], [-4.405, 3.818, -2.228], [-5.776, 5.010, -1.700], [-6.292, 0.124, -4.295], [-5.026, 1.620, -4.367], [-3.659, -0.242, -3.513], [-4.036, 0.854, -2.014], [-6.208, -1.469, -2.417], [-5.376, -0.894, -0.806], [-4.590, -3.338, -1.134], [-4.464, -3.132, -3.093], [-2.291, -2.902, -4.319], [0.545, -2.306, -4.178], [-2.796, -1.630, 0.439], [0.864, 1.874, 2.579], [2.785, 3.836, 1.787], [2.712, 5.363, -1.432], [4.176, 6.617, -1.177], [3.148, 5.888, 0.344], [7.258, 3.870, 0.215], [6.319, 5.457, 0.809], [5.925, 3.784, 1.591], [4.415, 4.162, -3.180], [6.207, 4.633, -2.836], [5.607, 2.752, -2.794], [4.094, 1.111, -2.158], [5.537, 5.749, -4.421], [6.203, 6.603, -4.982], [5.947, 7.943, -4.920], [6.854, 8.633, -5.779], [8.026, 7.703, -5.951], [7.381, 6.342, -5.871], [6.347, 8.842, -6.727], [7.149, 9.581, -5.319], [8.577, 7.872, -6.879], [8.724, 7.828, -5.115], [7.024, 6.003, -6.847], [8.054, 5.605, -5.427], [-2.614, -5.778, 1.671], [-1.413, -5.858, 1.870], [-0.763, -7.013, 2.198], [0.608, -6.719, 2.464], [0.881, -5.418, 1.755], [-0.449, -4.711, 1.839], [0.744, -6.638, 3.547], [1.239, -7.529, 2.087], [1.706, -4.852, 2.196], [1.127, -5.613, 0.704], [-0.546, -4.137, 2.764], [-0.620, -4.075, 0.967], [5.515, 2.028, 4.654], [4.684, 1.221, 5.035], [3.377, 1.524, 5.291], [2.724, 0.372, 5.821], [3.556, -0.800, 5.369], [4.949, -0.223, 5.335], [2.690, 0.461, 6.912], [1.701, 0.318, 5.437], [3.459, -1.673, 6.020], [3.257, -1.098, 4.357], [5.445, -0.301, 6.307], [5.555, -0.684, 4.552], [-10.250, -2.041, -2.866], [-10.479, -0.844, -2.828], [-11.683, -0.300, -2.481], [-11.624, 1.115, -2.651], [-10.159, 1.461, -2.598], [-9.509, 0.238, -3.194], [-12.077, 1.370, -3.614], [-12.188, 1.606, -1.852], [-9.916, 2.387, -3.127], [-9.841, 1.574, -1.555], [-9.441, 0.303, -4.284], [-8.526, 0.052, -2.755], [2.262, -7.427, 5.182], [1.611, -7.785, 6.149], [1.027, -9.013, 6.272], [0.258, -9.047, 7.473], [0.838, -7.967, 8.349], [1.294, -6.939, 7.345], [-0.791, -8.860, 7.222], [0.340, -10.035, 7.936], [0.126, -7.578, 9.081], [1.705, -8.358, 8.894], [0.494, -6.239, 7.087], [2.179, -6.403, 7.694]], "gap_ev": 7.10, "homo_energy_ev": -8.60, "smiles": "CC(=O)OCCCCc1ccc2c(c1)C(=O)c1ccc([Si](C)(C)C)cc1C2=O.O=C1CCCO1.O=C1CCCO1.O=C1CCCO1.O=C1CCCO1.O=C1CCCO1"}